123
Properties=species:S:1:pos:R:3 method="wB97M-V/def2-TZVPD" spin_multiplicity=1 homo_ev=-9.512 e_tot_ev=-76787.112 relative_energy_kj_mol=0.0 homo_lumo_gap_ev=7.093 molar_mass_g_mol=824.0
C -0.289 -1.742 -2.173
C -0.134 -0.987 -0.919
O -0.833 -1.232 0.053
N 0.832 0.201 -0.752
H 1.661 -0.120 -0.376
H 1.137 0.432 -1.788
C 0.283 1.279 -0.001
H 0.102 -2.751 -2.176
H 0.562 -1.349 -2.755
H -1.252 -1.388 -2.539
H 0.242 1.241 0.967
H -0.614 1.793 -0.528
H 0.830 2.250 -0.099
O 2.225 0.727 -2.790
H 1.842 0.479 -3.560
C -4.172 2.176 -0.441
C -3.440 2.564 -1.770
C -2.620 3.778 -1.581
O -2.582 1.400 -2.083
H -4.669 1.360 -0.536
H -4.789 2.912 -0.081
H -3.280 1.711 0.130
H -4.048 2.974 -2.547
H -2.102 4.095 -2.497
H -1.905 3.848 -0.851
H -3.281 4.782 -1.450
H -2.086 1.855 -2.820
C 2.502 -0.888 2.619
C 3.312 -1.371 1.353
C 2.872 -2.714 0.998
O 3.153 -0.360 0.463
H 2.540 0.010 2.970
H 2.758 -1.540 3.399
H 1.500 -0.919 2.291
H 4.399 -1.408 1.656
H 1.893 -2.960 0.983
H 3.112 -3.436 1.664
H 3.285 -3.026 0.039
H 3.936 -0.414 -0.192
C 4.698 4.518 -0.927
C 4.554 2.994 -1.000
C 5.031 2.218 0.132
O 3.163 2.761 -1.258
H 5.738 4.817 -0.767
H 3.949 4.948 -0.153
H 4.397 5.121 -1.775
H 5.118 2.545 -1.840
H 6.042 2.465 0.526
H 5.092 1.313 -0.238
H 4.280 2.222 0.941
H 3.056 1.956 -1.779
C -1.991 1.862 -5.181
C -0.483 2.121 -4.854
C -0.100 3.616 -5.041
O -0.236 1.842 -3.527
H -2.284 0.928 -4.723
H -2.356 1.877 -6.249
H -2.673 2.708 -4.660
H 0.210 1.660 -5.470
H -0.213 3.811 -6.082
H 0.630 3.928 -4.547
H -0.839 4.155 -4.462
H 0.759 1.577 -3.554
C 5.316 -3.211 -3.417
C 4.407 -1.885 -3.658
C 3.288 -1.990 -4.740
O 3.793 -1.530 -2.431
H 6.207 -3.124 -2.796
H 5.646 -3.551 -4.600
H 4.526 -3.696 -2.961
H 5.029 -1.115 -4.130
H 2.914 -1.005 -4.925
H 2.493 -2.641 -4.657
H 3.808 -2.342 -5.787
H 3.322 -0.805 -2.756
C 3.434 3.614 4.208
C 2.212 2.991 4.897
C 0.960 3.078 4.108
O -0.160 2.768 4.781
C 0.888 3.714 2.833
C 2.036 4.321 2.266
C 3.408 4.249 2.950
O 4.524 4.595 2.441
H 4.326 3.648 5.105
H 2.270 2.656 5.973
H 0.014 3.810 2.277
H 1.888 4.965 1.592
C -5.767 -1.493 0.317
C -4.419 -1.723 -0.405
C -4.028 -3.249 -0.721
O -2.996 -3.505 -1.328
C -4.812 -4.222 -0.038
C -6.237 -4.013 0.278
C -6.670 -2.595 0.702
O -7.707 -2.390 1.295
H -6.173 -0.386 0.597
H -3.946 -0.997 -0.826
H -4.542 -5.409 0.199
H -6.723 -4.821 0.827
C -1.828 -5.484 1.354
C -0.975 -4.184 1.404
C -0.850 -3.607 2.882
O 0.027 -2.818 3.159
C -1.682 -4.153 3.921
C -2.496 -5.292 3.685
C -2.403 -6.063 2.510
O -3.256 -7.006 2.458
H -1.717 -6.242 0.556
H -0.539 -3.917 0.461
H -1.740 -3.528 4.907
H -2.978 -5.665 4.493
C -3.063 -0.930 3.265
C -4.231 -1.442 3.884
C -4.626 -0.959 5.265
O -5.657 -1.314 5.805
C -3.682 -0.115 5.845
C -2.494 0.386 5.241
C -2.202 0.124 3.869
O -1.175 0.557 3.362
H -2.780 -1.516 2.286
H -4.686 -2.213 3.341
H -4.071 0.299 6.970
H -1.830 1.114 5.768

122
Properties=species:S:1:pos:R:3 method="wB97M-V/def2-TZVPD" spin_multiplicity=1 homo_ev="-0.916 / -0.415" e_tot_ev=-145376.092 relative_energy_kj_mol=124.5 homo_lumo_gap_ev="4.640 / 4.132" molar_mass_g_mol=944.1 charge=-2
Rb -0.774 0.825 -0.664
O 0.005 3.025 -4.930
C -0.479 2.108 -4.006
O -0.191 2.297 -2.814
C -1.246 1.061 -4.562
C -1.502 0.946 -5.973
C -2.151 -0.156 -6.436
C -2.570 -1.167 -5.536
C -2.340 -0.936 -4.172
N -1.731 0.125 -3.693
C -2.767 -1.920 -3.131
O -2.796 -3.217 -3.538
O -3.083 -1.646 -2.009
H 0.467 3.674 -4.388
H -1.165 1.734 -6.631
H -2.364 -0.271 -7.493
H -3.119 -2.030 -5.888
H -2.309 -3.288 -4.369
C 0.305 1.106 3.920
C -0.521 -0.167 3.718
C -0.533 -1.033 4.985
P -0.139 -0.957 2.049
C -1.369 -2.389 2.165
C -2.748 -1.883 2.606
C -1.553 -3.113 0.828
C 1.512 -1.721 2.227
C 2.319 -1.636 3.355
C 3.617 -2.134 3.403
C 4.456 -2.019 4.653
C 4.128 -2.719 2.244
C 3.380 -2.789 1.091
C 2.045 -2.292 1.024
N 1.311 -2.271 -0.096
C 1.476 -3.153 -1.131
C 1.586 -4.564 -0.966
C 1.592 -5.223 0.392
C 1.648 -5.395 -2.079
C 1.588 -4.918 -3.378
C 1.645 -5.848 -4.565
C 1.447 -3.543 -3.540
C 1.385 -2.673 -2.465
C 1.204 -1.203 -2.728
H -0.004 1.615 4.836
H 0.134 1.796 3.094
H 1.374 0.891 3.989
H -1.546 0.174 3.547
H 0.452 -1.102 5.444
H -0.879 -2.049 4.791
H -1.201 -0.585 5.727
H -0.983 -3.104 2.900
H -3.038 -1.007 2.018
H -2.794 -1.614 3.662
H -3.494 -2.660 2.423
H -2.034 -2.459 0.098
H -2.198 -3.987 0.971
H -0.612 -3.442 0.405
H 1.940 -1.176 4.257
H 3.828 -1.844 5.529
H 5.165 -1.186 4.583
H 5.036 -2.929 4.826
H 5.138 -3.123 2.251
H 3.814 -3.209 0.190
H 1.062 -4.628 1.133
H 2.611 -5.361 0.764
H 1.117 -6.205 0.328
H 1.736 -6.468 -1.915
H 2.013 -6.831 -4.267
H 2.304 -5.455 -5.343
H 0.655 -5.983 -5.012
H 1.387 -3.133 -4.546
H 1.711 -0.903 -3.648
H 1.581 -0.611 -1.898
H 0.142 -0.971 -2.845
C 3.351 2.547 -2.669
C 3.392 2.756 -1.155
P 2.798 1.281 -0.186
C 4.307 0.193 -0.228
C 4.423 -0.756 -1.420
C 3.178 1.914 1.521
C 2.441 3.194 1.892
H 3.574 3.480 -3.193
H 2.359 2.207 -2.972
H 4.081 1.804 -2.992
H 2.707 3.568 -0.897
H 4.400 3.033 -0.825
H 4.240 -0.409 0.682
H 5.194 0.832 -0.150
H 3.573 -1.438 -1.445
H 5.333 -1.356 -1.331
H 4.454 -0.221 -2.369
H 4.260 2.057 1.617
H 2.886 1.101 2.192
H 2.872 4.054 1.374
H 2.502 3.384 2.966
H 1.388 3.133 1.630
S -3.580 4.474 1.812
C -1.847 3.942 2.490
N -0.786 4.494 1.757
C -0.405 5.795 2.312
C -0.857 5.681 3.775
N -1.645 4.442 3.786
H -0.921 4.470 0.758
H -0.927 6.620 1.810
H 0.671 5.962 2.214
H -1.444 6.556 4.075
H -0.007 5.585 4.460
H -2.462 4.434 4.373
C -5.297 1.267 -1.204
Ge -5.508 2.822 0.003
C -6.841 4.114 -0.768
C -6.368 2.180 1.672
C -3.826 3.631 0.352
H -6.258 0.845 -1.507
H -4.732 0.495 -0.680
H -4.733 1.529 -2.101
H -7.848 3.687 -0.825
H -6.551 4.445 -1.767
H -6.871 4.989 -0.117
H -7.452 2.103 1.562
H -6.143 2.871 2.485
H -5.978 1.196 1.941
H -3.187 3.930 -0.480

128
Properties=species:S:1:pos:R:3 method="wB97M-V/def2-TZVPD" spin_multiplicity=1 homo_ev=-8.917 e_tot_ev=-79283.277 homo_lumo_gap_ev=9.382 molar_mass_g_mol=853.0 smiles="COCCCCCCCC[C@@](C#N)(CCN)[C@](C#N)(CCC(=O)O)CC(=O)N(C)C.O=C1CCCO1.O=C1CCCO1.O=C1CCCO1.O=C1CCCO1.O=C1CCCO1"
C 3.189 4.110 -3.449
O 1.880 3.745 -3.069
C 1.610 2.393 -3.366
C 0.159 2.059 -3.062
C -0.420 2.687 -1.796
C -0.058 1.970 -0.496
C 1.377 2.207 -0.001
C 1.984 0.951 0.619
C 1.233 0.522 1.881
C 2.050 -0.373 2.811
C 2.065 -1.879 2.450
C 1.237 -2.099 1.267
N 0.641 -2.193 0.289
C 3.497 -2.368 2.037
C 3.854 -2.218 0.562
N 5.306 -2.396 0.421
C 1.518 -2.774 3.625
C 1.230 -4.104 3.073
N 0.956 -5.158 2.697
C 0.255 -2.226 4.307
C -0.927 -1.831 3.417
C -1.777 -2.952 2.901
O -2.329 -2.937 1.827
O -1.922 -3.973 3.763
C 2.557 -3.048 4.758
C 3.033 -1.831 5.523
O 2.404 -1.392 6.459
N 4.239 -1.248 5.077
C 4.394 0.131 5.524
C 5.399 -2.065 5.424
H 3.400 5.075 -3.001
H 3.266 4.178 -4.535
H 3.912 3.384 -3.071
H 1.844 2.171 -4.411
H 2.273 1.757 -2.764
H 0.086 0.976 -2.948
H -0.451 2.322 -3.913
H -0.191 3.747 -1.725
H -1.505 2.626 -1.902
H -0.204 0.900 -0.664
H -0.766 2.267 0.274
H 2.011 2.583 -0.797
H 1.342 2.976 0.772
H 3.029 1.142 0.867
H 1.913 0.169 -0.137
H 0.277 0.099 1.606
H 1.004 1.436 2.429
H 1.692 -0.228 3.827
H 3.071 -0.005 2.808
H 4.234 -1.841 2.631
H 3.600 -3.430 2.247
H 3.548 -1.243 0.184
H 3.390 -3.015 -0.010
H 5.591 -2.244 -0.538
H 5.799 -1.752 1.025
H 0.520 -1.383 4.934
H -0.095 -2.999 4.987
H -1.589 -1.222 4.033
H -0.669 -1.217 2.563
H -2.435 -4.638 3.278
H 3.385 -3.647 4.402
H 2.022 -3.650 5.488
H 4.774 0.208 6.543
H 5.112 0.619 4.866
H 3.458 0.667 5.444
H 6.274 -1.707 4.888
H 5.236 -3.092 5.112
H 5.606 -2.038 6.496
O -2.176 2.241 -5.453
C -1.685 3.020 -6.219
C -2.290 3.581 -7.489
C -1.083 4.178 -8.209
C -0.180 4.544 -7.037
O -0.459 3.561 -6.022
H -3.010 4.353 -7.211
H -2.789 2.796 -8.050
H -1.317 5.031 -8.843
H -0.602 3.417 -8.825
H -0.410 5.530 -6.629
H 0.879 4.497 -7.275
O -1.783 0.327 2.046
C -2.901 0.275 1.619
C -3.451 -0.691 0.594
C -4.756 -0.017 0.170
C -5.129 0.757 1.430
O -3.873 1.111 2.041
H -3.609 -1.653 1.087
H -2.740 -0.824 -0.216
H -5.534 -0.707 -0.151
H -4.564 0.680 -0.647
H -5.692 0.147 2.140
H -5.682 1.671 1.235
O -3.567 7.763 -7.532
C -4.592 7.175 -7.365
C -6.011 7.666 -7.578
C -6.847 6.627 -6.829
C -5.970 5.384 -6.936
O -4.619 5.882 -6.954
H -6.213 7.664 -8.650
H -6.121 8.676 -7.195
H -7.845 6.478 -7.233
H -6.945 6.919 -5.783
H -6.144 4.831 -7.862
H -6.074 4.705 -6.094
O 5.178 -1.602 -2.476
C 4.218 -2.270 -2.737
C 2.830 -1.807 -3.136
C 1.982 -3.054 -2.890
C 2.991 -4.173 -3.119
O 4.256 -3.621 -2.705
H 2.852 -1.508 -4.186
H 2.530 -0.958 -2.526
H 1.099 -3.135 -3.519
H 1.668 -3.053 -1.850
H 3.066 -4.463 -4.170
H 2.798 -5.060 -2.522
O -3.296 -7.172 9.418
C -3.096 -6.356 8.570
C -1.778 -5.992 7.908
C -2.091 -4.651 7.245
C -3.584 -4.782 6.973
O -4.092 -5.607 8.035
H -1.539 -6.767 7.179
H -0.986 -5.939 8.649
H -1.514 -4.448 6.346
H -1.915 -3.841 7.954
H -3.788 -5.280 6.022
H -4.114 -3.833 6.992